11
Properties=species:S:1:pos:R:3 method="wB97M-V/def2-TZVPD" max_force_ev_per_a=4.87 e_above_lowest_ev=1.609 total_energy_ev=-9701.2111 charge=0 e_lumo_ev=-0.2 smiles=CC(C#N)(C#N)C#N
N 1.253 -1.021 2.204
N -2.377 -1.321 -0.243
N 1.747 -1.354 -1.709
C 0.790 -0.468 1.334
C -1.270 -0.959 -0.137
C 0.967 -0.724 -1.066
C -0.225 1.258 -0.114
C 0.041 -0.225 0.043
H -1.143 1.506 0.574
H -0.434 1.547 -1.183
H 0.651 1.762 0.297



11
Properties=species:S:1:pos:R:3 method="wB97M-V/def2-TZVPD" max_force_ev_per_a=7.65 e_above_lowest_ev=1.275 total_energy_ev=-9701.5444 charge=0 e_lumo_ev=-1.0 smiles=N#Cc1ncccn1
C -0.061 -1.408 -2.080
C 0.066 -0.489 -0.976
C 0.172 1.456 0.039
C -0.252 0.775 1.295
C -0.010 -0.553 1.279
H 0.186 2.559 0.102
H -0.406 1.476 2.082
H 0.093 -1.151 2.089
N -0.270 -2.267 -2.929
N 0.193 0.839 -1.111
N 0.288 -1.237 0.212



14
Properties=species:S:1:pos:R:3 method="wB97M-V/def2-TZVPD" max_force_ev_per_a=4.77 total_energy_ev=-22522.3923 charge=0 e_lumo_ev="-3.1 / -3.1"
C 1.968 -0.702 -0.026
C 0.993 0.357 -0.061
C 3.314 -0.437 -0.130
C 4.044 0.800 -0.197
C -0.359 -0.275 -0.350
N 4.344 -1.307 0.002
N 5.314 0.682 -0.109
N 5.521 -0.635 -0.047
N -1.189 0.719 -0.776
O -0.599 -1.466 -0.377
P 1.182 2.032 -0.006
H 1.627 -1.764 0.235
H -1.011 1.684 -0.621
H -2.077 0.443 -0.817



10
Properties=species:S:1:pos:R:3 method="wB97M-V/def2-TZVPD" max_force_ev_per_a=1.48 e_above_lowest_ev=2.765 total_energy_ev=-8767.2411 charge=0 e_lumo_ev=-0.7 smiles="C#C/C=C(/O)C#N"
O 0.606 -0.305 -2.152
C -0.083 -0.362 -0.994
C 0.668 -0.219 0.124
C 0.263 0.408 1.318
C -0.056 1.049 2.286
C -1.491 -0.645 -1.036
N -2.596 -0.992 -1.001
H 1.387 0.147 -1.763
H 1.663 -0.659 0.059
H -0.362 1.577 3.158



10
Properties=species:S:1:pos:R:3 method="wB97M-V/def2-TZVPD" max_force_ev_per_a=1.29 e_above_lowest_ev=3.115 total_energy_ev=-8766.8909 charge=0 e_lumo_ev=0.2 smiles="C#C[C@H](C#N)C=O"
N -1.472 2.725 -0.367
C -0.911 1.715 -0.335
C -0.312 0.375 -0.337
C -0.505 -0.443 0.974
O 0.239 -1.356 1.211
C 1.662 -0.936 -0.467
C 1.054 0.076 -0.790
H -1.333 -0.236 1.661
H 2.265 -1.790 -0.278
H -0.838 -0.204 -1.102



11
Properties=species:S:1:pos:R:3 method="wB97M-V/def2-TZVPD" max_force_ev_per_a=3.16 e_above_lowest_ev=2.366 total_energy_ev=-10815.0479 charge=0 e_lumo_ev=-0.6 smiles="C=C=C=C=O.N=C=O"
C -3.072 -0.616 0.231
C -1.811 -0.889 0.192
C -4.303 -0.474 -0.032
C -0.776 2.328 -0.084
C -0.501 -1.031 0.194
N 0.353 2.700 -0.183
O -5.427 -0.258 -0.230
O -1.897 2.236 0.211
H 0.018 -1.296 1.061
H 0.078 -0.423 -0.432
H 1.263 2.198 -0.206



15
Properties=species:S:1:pos:R:3 method="wB97M-V/def2-TZVPD" max_force_ev_per_a=6.82 total_energy_ev=-22187.8497 charge=+2 e_lumo_ev="-9.7 / -9.7"
O 0.003 3.945 -0.004
C 0.002 2.809 -0.110
Pb 0.000 -0.254 -0.262
O 0.000 0.014 -3.862
C 0.000 -0.020 -2.730
C -0.002 -2.678 -0.125
O -0.003 -3.823 -0.015
C -2.573 -0.013 -0.118
O -3.711 0.017 -0.027
C 2.574 -0.016 -0.118
O 3.710 0.011 -0.027
N 0.002 0.009 3.144
H 0.818 -0.484 2.768
H -0.818 -0.482 2.767
H -0.002 0.963 2.767



11
Properties=species:S:1:pos:R:3 method="wB97M-V/def2-TZVPD" max_force_ev_per_a=3.04 e_above_lowest_ev=1.964 total_energy_ev=-28388.6151 charge=0 e_lumo_ev=-0.5 smiles=C#CC#CSS.C#N
C -1.986 -1.452 -0.055
C -0.866 -0.873 -0.526
C -2.842 -1.950 0.650
C 0.469 2.696 0.230
C 0.136 -0.201 -0.769
N 0.444 2.479 -0.881
S 2.834 -1.359 -0.304
S 1.681 0.192 -1.348
H -3.495 -2.213 1.393
H 0.380 2.998 1.252
H 3.246 -0.316 0.357



11
Properties=species:S:1:pos:R:3 method="wB97M-V/def2-TZVPD" max_force_ev_per_a=6.24 e_above_lowest_ev=2.417 total_energy_ev=-28388.1619 charge=0 e_lumo_ev="-0.6 / -0.6" smiles="SSC1=C=C=CC=N1"
C 1.497 1.291 0.603
C 1.579 0.003 0.698
C 0.417 1.981 0.245
C -0.672 1.162 -0.163
C 0.749 -0.882 0.330
N -0.754 -0.051 -0.129
S -1.260 -3.245 -0.307
S 0.724 -2.529 0.057
H 0.316 3.044 0.396
H -1.512 1.722 -0.329
H -1.085 -2.495 -1.401



11
Properties=species:S:1:pos:R:3 method="wB97M-V/def2-TZVPD" max_force_ev_per_a=1.78 e_above_lowest_ev=1.544 total_energy_ev=-28389.0353 charge=0 e_lumo_ev=-0.2 smiles=C#CC#CSS.C#N
C -1.934 -0.687 0.309
C -0.611 -1.062 0.447
C -3.107 -0.578 0.042
C -0.017 1.784 1.711
C 0.475 -1.289 0.963
N 0.155 1.833 0.580
S 2.689 -1.190 -0.727
S 2.102 -1.660 1.180
H -4.210 -0.455 -0.012
H -0.090 1.763 2.758
H 2.617 -2.486 -0.942



9
Properties=species:S:1:pos:R:3 method="wB97M-V/def2-TZVPD" max_force_ev_per_a=5.64 e_above_lowest_ev=2.791 total_energy_ev=-5243.4045 charge=0 e_lumo_ev=0.5
C -2.766 -0.128 -0.015
C -1.662 0.364 0.032
C 0.839 1.144 -0.046
C -0.408 0.826 -0.013
C 1.162 -0.350 -0.009
H -3.613 -0.622 -0.133
H 1.546 1.916 0.315
H 1.185 -1.054 -0.754
H 1.312 -0.573 1.051



9
Properties=species:S:1:pos:R:3 method="wB97M-V/def2-TZVPD" max_force_ev_per_a=6.88 e_above_lowest_ev=2.739 total_energy_ev=-5243.4563 charge=0 e_lumo_ev=0.6
C 0.016 0.987 0.801
C -0.877 1.571 0.096
C 0.868 -0.111 0.987
C 0.404 -0.782 -0.076
C -0.723 0.160 -0.643
H 1.484 -0.403 1.860
H 0.575 -1.690 -0.454
H -1.565 -0.270 -0.960
H -0.181 0.538 -1.613



9
Properties=species:S:1:pos:R:3 method="wB97M-V/def2-TZVPD" max_force_ev_per_a=2.68 e_above_lowest_ev=1.878 total_energy_ev=-5244.3172 charge=0 e_lumo_ev=0.7 smiles="C#CC=C=C"
C -0.563 1.973 -0.530
C -0.006 0.810 -0.443
C 0.277 -0.466 -0.505
C 0.098 -1.255 0.656
C -0.014 -1.936 1.640
H -0.066 2.904 -0.230
H -0.898 1.496 -1.533
H 0.601 -0.915 -1.434
H -0.153 -2.563 2.486



9
Properties=species:S:1:pos:R:3 method="wB97M-V/def2-TZVPD" max_force_ev_per_a=5.99 multiplicity=3 e_above_lowest_ev=3.669 s_squared=2.016 total_energy_ev=-5239.2246 charge=0 e_lumo_ev="0.8 / -1.6"
C -1.662 0.267 -2.269
C -0.190 -0.305 0.403
C 1.157 0.146 0.808
C -1.130 -0.023 -1.214
C 0.359 -0.697 1.725
H 1.889 -0.361 0.165
H 1.529 1.198 0.833
H -1.929 0.639 -3.229
H -0.023 -0.863 2.779



59
Properties=species:S:1:pos:R:3 method="wB97M-V/def2-TZVPD" max_force_ev_per_a=3.83 multiplicity=2 s_squared=0.756 total_energy_ev=-33357.8430 charge=+3 e_lumo_ev="-7.8 / -16.4"
C -0.019 2.064 0.651
C -0.096 1.371 -0.719
C -1.163 0.269 -0.753
C -1.467 -0.190 -2.190
C -0.271 -0.775 -2.912
N 0.220 -2.071 -2.245
N 0.727 1.195 1.674
H 0.505 3.054 0.587
H -1.012 2.262 1.013
H -0.358 2.149 -1.456
H 0.858 0.980 -1.012
H -0.856 -0.570 -0.119
H -2.140 0.648 -0.307
H -1.850 0.637 -2.788
H -2.309 -0.895 -2.097
H -0.489 -0.977 -4.006
H 0.621 -0.101 -2.951
H -0.287 -2.191 -1.343
H 1.279 -2.008 -2.048
H 0.075 -2.879 -2.873
H 1.678 1.619 1.945
H 0.970 0.263 1.326
H 0.156 1.129 2.539
H 3.682 -1.297 -2.213
H 2.718 -0.774 -1.047
O 2.762 -0.883 -2.037
H -2.167 0.794 3.170
H -1.473 0.688 4.576
O -1.320 0.623 3.630
H -3.891 -3.748 0.769
H -3.412 -5.078 0.156
O -3.149 -4.132 0.252
H 2.908 1.807 -3.627
H 2.580 0.729 -2.585
O 2.365 1.621 -2.871
H -3.622 1.725 1.808
H -4.516 0.789 2.800
O -3.627 0.918 2.368
H -0.640 -2.323 0.952
H -1.625 -3.415 0.282
O -0.755 -2.911 0.209
H 0.970 -3.427 0.103
H 2.370 -4.108 0.122
O 1.876 -3.316 -0.128
H -0.784 -0.879 2.873
H 0.030 -2.104 3.072
O -0.228 -1.506 2.420
H 3.018 2.747 0.571
H 3.815 2.764 1.903
O 3.192 2.261 1.454
H -3.884 4.002 1.395
H -3.985 3.212 0.101
O -3.535 3.186 0.962
H 2.328 -1.773 0.559
H 3.310 -0.708 1.103
O 2.498 -0.825 0.629
H 2.703 4.230 -1.186
H 2.356 2.735 -1.612
O 2.358 3.394 -0.849



62
Properties=species:S:1:pos:R:3 method="wB97M-V/def2-TZVPD" max_force_ev_per_a=7.40 e_above_lowest_ev=5.779 total_energy_ev=-36935.8391 charge=0 e_lumo_ev=-0.1
N -0.903 1.905 -0.350
C -0.962 1.453 -1.693
C -2.161 0.599 -2.163
C -2.559 -0.320 -1.025
N -3.237 0.344 0.048
C 0.468 1.013 -2.202
N 0.513 -0.487 -2.316
C 1.411 -0.840 -3.454
H -1.839 1.981 0.129
H -0.240 1.522 0.271
H -1.209 2.410 -2.180
H -1.902 -0.213 -2.909
H -3.019 1.140 -2.583
H -1.641 -0.860 -0.560
H -3.162 -1.168 -1.432
H -4.048 0.806 -0.143
H -3.414 -0.310 0.756
H 0.587 1.502 -3.159
H 1.351 1.501 -1.545
H 0.771 -0.921 -1.432
H 2.525 -0.759 -3.289
H 1.152 -1.815 -3.757
H 1.019 -0.246 -4.388
H -0.996 -2.685 3.425
H -0.810 -1.625 2.414
O -0.620 -2.559 2.621
H 2.210 -2.868 2.524
H 0.865 -3.299 2.018
O 1.819 -3.488 1.839
H 0.176 5.362 -1.041
H -0.231 3.765 -0.794
O 0.465 4.453 -1.214
H -1.325 -3.855 -1.753
H -1.134 -4.947 -0.587
O -1.544 -4.780 -1.474
H 0.764 2.996 3.847
H -0.838 3.134 4.349
O -0.185 2.783 3.705
H -0.748 -4.818 1.934
H -1.808 -3.973 1.283
O -1.414 -4.806 1.222
H -0.469 0.679 -4.937
H -1.057 -0.337 -4.061
O -1.007 -0.146 -5.008
H 2.118 2.479 1.805
H 2.569 1.085 1.864
O 2.014 1.720 2.382
H 1.813 -2.126 0.716
H 1.312 -0.638 1.105
O 1.589 -1.216 0.328
H 1.913 4.172 1.417
H 1.580 3.940 -0.080
O 2.127 3.727 0.580
H -1.469 0.521 1.703
H -0.765 0.687 3.103
O -1.338 0.139 2.551
H 2.073 -0.302 3.010
H 0.782 -0.311 3.335
O 1.444 -0.902 3.032
H 2.920 -0.555 0.792
H 4.093 0.324 0.304
O 3.611 0.033 1.118